1.
{
  "formula": "C4H7NO",
  "method": "ωB97M-V/def2-TZVPD",
  "e_lumo_ev": 1.00,
  "smiles": "C/C=N/CC=O",
  "homo_energy_ev": -9.75,
  "symbols": ["C", "C", "N", "C", "C", "O", "H", "H", "H", "H", "H", "H", "H"],
  "positions_angstrom": [[-2.148, -0.510, 0.801], [-0.832, -0.538, 0.088], [-0.156, 0.512, -0.126], [1.078, 0.358, -0.868], [2.266, 0.844, -0.061], [3.375, 0.385, -0.178], [-2.101, -1.090, 1.730], [-2.921, -0.968, 0.173], [-2.429, 0.520, 1.030], [-0.483, -1.524, -0.261], [1.284, -0.668, -1.210], [1.020, 1.004, -1.757], [2.047, 1.674, 0.641]],
  "atomic_forces_ev_per_a": [[0.0, 0.1, 0.0], [0.0, 0.2, 0.0], [-0.2, -0.4, 0.0], [0.1, -0.1, -0.1], [0.2, -0.1, -0.1], [-0.4, 0.2, 0.1], [0.0, 0.1, -0.1], [0.1, 0.1, 0.1], [0.0, -0.1, 0.0], [0.0, 0.1, 0.0], [0.0, 0.1, 0.1], [0.1, -0.1, 0.1], [0.0, -0.1, 0.0]]
}

2.
{
  "formula": "C4H7NO",
  "method": "ωB97M-V/def2-TZVPD",
  "e_lumo_ev": 0.41,
  "smiles": "N#CC1CC1.O",
  "homo_energy_ev": -10.52,
  "symbols": ["N", "C", "C", "C", "C", "H", "H", "H", "H", "H", "O", "H", "H"],
  "positions_angstrom": [[1.160, 2.557, -1.765], [0.794, 1.727, -1.045], [0.344, 0.659, -0.184], [-0.990, 0.011, -0.484], [-0.837, 0.854, 0.737], [1.136, 0.024, 0.198], [-1.039, -1.065, -0.361], [-1.548, 0.424, -1.318], [-0.764, 0.344, 1.693], [-1.309, 1.830, 0.764], [0.698, -2.240, 0.658], [1.026, -2.988, 1.169], [1.330, -2.137, -0.063]],
  "atomic_forces_ev_per_a": [[-0.4, -0.8, 0.7], [0.3, 0.7, -0.6], [0.1, 0.0, 0.0], [-0.1, -0.1, -0.1], [-0.1, 0.1, 0.1], [-0.1, 0.2, -0.1], [0.0, 0.2, 0.0], [0.1, -0.1, 0.1], [0.0, 0.1, -0.2], [0.1, -0.1, 0.0], [0.2, -0.2, 0.0], [0.0, 0.0, 0.0], [-0.1, -0.1, 0.0]]
}

3.
{
  "formula": "C4H7NO",
  "method": "ωB97M-V/def2-TZVPD",
  "e_lumo_ev": 0.96,
  "smiles": "C[C@H]1CNC1=O",
  "homo_energy_ev": -9.68,
  "symbols": ["C", "C", "C", "N", "C", "O", "H", "H", "H", "H", "H", "H", "H"],
  "positions_angstrom": [[-0.989, -1.171, -0.871], [0.044, 0.076, -0.586], [0.157, 1.511, 0.269], [0.943, 0.761, 1.261], [0.830, -0.448, 0.613], [1.022, -1.586, 0.961], [-0.798, -1.510, -1.897], [-0.758, -2.097, -0.279], [-2.062, -1.016, -0.722], [0.583, 0.284, -1.522], [-0.709, 2.044, 0.676], [0.826, 2.290, -0.171], [0.912, 0.862, 2.268]],
  "atomic_forces_ev_per_a": [[0.1, 0.4, 0.0], [0.2, -0.2, 0.1], [-0.3, -0.4, -0.2], [-0.1, -0.5, 0.0], [0.0, -0.4, 0.3], [0.6, 0.5, 0.3], [-0.3, 0.5, 0.1], [0.3, 1.4, -0.1], [0.2, 0.5, -0.2], [0.0, -0.5, 0.4], [-0.1, -0.6, -0.1], [-0.7, -0.7, -0.4], [0.1, 0.1, -0.2]]
}

4.
{
  "formula": "C4H7NO",
  "method": "ωB97M-V/def2-TZVPD",
  "e_lumo_ev": 0.95,
  "smiles": "C[C@H]1CNC1=O",
  "homo_energy_ev": -9.58,
  "symbols": ["C", "C", "C", "N", "C", "O", "H", "H", "H", "H", "H", "H", "H"],
  "positions_angstrom": [[-0.450, 0.063, -1.575], [0.427, -0.210, -0.362], [0.607, 0.942, 0.681], [-0.114, 0.047, 1.681], [-0.235, -0.932, 0.818], [-0.745, -1.967, 1.263], [-0.721, -0.873, -2.074], [-1.375, 0.569, -1.280], [0.073, 0.696, -2.300], [1.371, -0.683, -0.653], [0.070, 1.866, 0.435], [1.643, 1.179, 0.940], [-0.565, -0.737, 2.399]],
  "atomic_forces_ev_per_a": [[0.0, 0.0, 0.0], [0.0, -0.1, 0.0], [0.0, 0.1, 0.1], [-0.5, -0.9, 0.2], [-0.2, -0.7, -0.1], [0.1, -0.8, -1.5], [0.1, 0.1, 0.1], [0.1, -0.1, 0.0], [-0.1, -0.1, 0.1], [-0.1, 0.1, 0.1], [0.0, -0.3, 0.2], [-0.2, -0.1, 0.1], [0.9, 2.7, 0.8]]
}

5.
{
  "formula": "C4H7NO",
  "method": "ωB97M-V/def2-TZVPD",
  "e_lumo_ev": 0.34,
  "homo_energy_ev": -8.48,
  "symbols": ["C", "C", "C", "N", "C", "O", "H", "H", "H", "H", "H", "H", "H"],
  "positions_angstrom": [[1.101, 1.204, -0.545], [0.321, 0.182, -1.287], [0.219, -1.094, -0.507], [-1.078, -0.682, 0.039], [-1.224, -0.172, 1.301], [-0.339, -0.095, 2.125], [0.764, 2.227, -0.741], [2.082, 1.114, -1.049], [1.266, 1.041, 0.531], [-1.854, -0.618, -0.605], [0.103, -2.007, -1.097], [0.899, -1.260, 0.338], [-2.259, 0.159, 1.498]],
  "atomic_forces_ev_per_a": [[-0.2, 0.1, 0.0], [0.2, 0.0, 0.3], [0.1, -0.1, -0.1], [-0.1, 0.1, 0.1], [0.1, 0.0, 0.1], [-0.3, 0.0, -0.3], [0.1, -0.2, 0.0], [-0.1, 0.0, 0.0], [0.0, 0.0, -0.2], [0.1, 0.0, 0.1], [0.0, 0.2, 0.1], [0.0, 0.1, -0.1], [0.1, 0.0, 0.0]]
}

6.
{
  "formula": "C4H7NO",
  "method": "ωB97M-V/def2-TZVPD",
  "e_lumo_ev": 0.99,
  "smiles": "C1OC[C@@H]2N[C@@H]12",
  "homo_energy_ev": -8.96,
  "symbols": ["C", "O", "C", "C", "N", "C", "H", "H", "H", "H", "H", "H", "H"],
  "positions_angstrom": [[-0.748, -1.132, 0.159], [-1.476, 0.089, -0.145], [-0.574, 1.251, -0.157], [0.626, 0.603, 0.400], [1.811, 0.124, -0.163], [0.671, -0.681, -0.516], [-1.179, -1.988, -0.453], [-0.635, -1.264, 1.238], [-0.415, 1.603, -1.227], [-1.174, 1.968, 0.446], [0.449, 0.192, 1.430], [2.325, -0.405, 0.518], [0.318, -0.359, -1.529]],
  "atomic_forces_ev_per_a": [[1.6, 0.1, -1.8], [-0.7, -0.8, 0.0], [-1.0, 0.2, -1.1], [-0.2, -0.6, 1.9], [1.3, -0.7, -0.3], [-3.2, 0.5, -1.1], [0.3, 1.2, 1.1], [-0.5, -0.7, -0.3], [-0.3, -0.2, 1.4], [1.0, 0.0, -0.3], [0.3, 1.2, -0.8], [0.8, 0.5, 0.6], [0.6, -0.7, 0.7]]
}

7.
{
  "formula": "C4H7NO",
  "method": "ωB97M-V/def2-TZVPD",
  "e_lumo_ev": 0.61,
  "smiles": "N#CCCCO",
  "homo_energy_ev": -10.78,
  "symbols": ["N", "C", "C", "C", "C", "O", "H", "H", "H", "H", "H", "H", "H"],
  "positions_angstrom": [[-2.243, 1.713, -0.043], [-1.488, 0.955, 0.398], [-1.120, -0.474, 0.279], [0.078, -0.644, -0.651], [1.234, 0.262, -0.267], [1.549, -0.007, 1.085], [-0.906, -0.749, 1.296], [-1.981, -1.086, -0.071], [0.396, -1.686, -0.568], [-0.196, -0.452, -1.695], [2.117, 0.029, -0.869], [0.968, 1.318, -0.456], [1.594, 0.820, 1.562]],
  "atomic_forces_ev_per_a": [[0.7, 1.0, 0.9], [-2.2, -0.6, -2.2], [0.4, -0.1, 0.5], [0.1, -0.2, 0.0], [0.0, -0.1, -0.4], [0.1, 0.2, 0.3], [0.5, -0.8, 0.3], [0.4, 0.8, 0.2], [0.1, 0.0, -0.1], [-0.1, 0.0, 0.2], [-0.1, 0.1, -0.2], [0.1, -0.3, 0.3], [0.1, 0.2, 0.2]]
}

8.
{
  "formula": "C4H7NO",
  "method": "ωB97M-V/def2-TZVPD",
  "e_lumo_ev": 0.96,
  "smiles": "C/C=N/CC=O",
  "homo_energy_ev": -9.35,
  "symbols": ["C", "C", "N", "C", "C", "O", "H", "H", "H", "H", "H", "H", "H"],
  "positions_angstrom": [[2.053, -0.137, 0.390], [0.627, 0.299, 0.426], [0.054, 1.022, -0.447], [-1.375, 0.776, -0.417], [-1.572, -0.746, -0.455], [-0.664, -1.520, -0.641], [2.118, -1.109, 0.894], [2.693, 0.578, 0.910], [2.388, -0.265, -0.644], [0.029, -0.158, 1.230], [-1.923, 1.251, 0.414], [-1.839, 1.150, -1.340], [-2.590, -1.141, -0.319]],
  "atomic_forces_ev_per_a": [[0.1, 0.1, 0.1], [0.1, 0.2, -0.1], [0.2, -0.4, 0.1], [-0.1, 0.0, -0.1], [0.1, -0.3, -0.2], [-0.7, 0.0, 0.1], [0.1, 0.3, -0.1], [0.1, -0.1, 0.0], [0.0, 0.2, 0.2], [0.2, 0.1, 0.0], [0.2, -0.3, 0.0], [0.0, 0.1, 0.1], [-0.2, 0.2, -0.1]]
}

9.
{
  "formula": "C4H7NO",
  "method": "ωB97M-V/def2-TZVPD",
  "e_lumo_ev": 0.91,
  "smiles": "ON=C1CCC1",
  "homo_energy_ev": -9.53,
  "symbols": ["O", "N", "C", "C", "C", "C", "H", "H", "H", "H", "H", "H", "H"],
  "positions_angstrom": [[-0.509, -0.141, -2.597], [0.370, -0.845, -1.779], [0.425, -0.322, -0.623], [-0.431, 0.785, -0.077], [-0.017, 0.305, 1.345], [0.877, -0.821, 0.734], [-1.200, 0.234, -2.009], [-0.200, 1.813, -0.377], [-1.483, 0.609, -0.400], [0.544, 1.032, 1.940], [-0.863, -0.052, 1.932], [1.943, -0.753, 0.970], [0.543, -1.844, 0.942]],
  "atomic_forces_ev_per_a": [[-0.3, 0.0, -0.3], [0.3, 0.0, 0.6], [-0.3, -0.2, -0.4], [-0.4, 0.1, -0.1], [-0.1, 0.0, 0.2], [0.1, -0.1, 0.0], [0.5, -0.1, -0.6], [0.2, -0.2, 0.1], [0.2, 0.2, 0.8], [-0.2, -0.1, -0.2], [0.1, 0.0, 0.0], [-0.2, 0.1, -0.1], [0.1, 0.2, -0.1]]
}

10.
{
  "formula": "C4H7NO",
  "method": "ωB97M-V/def2-TZVPD",
  "e_lumo_ev": [0.27, 0.27],
  "homo_energy_ev": [-6.52, -6.52],
  "symbols": ["O", "C", "C", "C", "N", "C", "H", "H", "H", "H", "H", "H", "H"],
  "positions_angstrom": [[2.208, 0.407, 0.139], [0.965, 0.118, -0.215], [0.247, -1.195, -0.029], [-1.092, -0.371, -0.008], [-1.458, -0.018, 1.277], [-0.206, 0.879, -0.423], [2.289, 1.360, 0.307], [0.404, 0.534, -1.475], [0.446, -1.562, 0.980], [0.418, -1.976, -0.774], [-1.825, -0.673, -0.775], [-2.331, 0.508, 1.207], [-0.360, 1.954, -0.358]],
  "atomic_forces_ev_per_a": [[-0.2, 0.1, -0.1], [0.0, 0.0, 0.5], [0.1, -0.1, 0.0], [0.1, -0.1, -0.4], [-0.3, 0.0, 0.1], [0.4, 0.2, -0.2], [0.0, -0.1, 0.0], [-0.2, 0.0, -0.2], [0.0, 0.0, -0.1], [0.0, 0.1, 0.1], [0.1, 0.1, 0.2], [0.1, 0.0, 0.1], [0.0, -0.2, 0.0]]
}

11.
{
  "formula": "C4H7NO",
  "method": "ωB97M-V/def2-TZVPD",
  "e_lumo_ev": 0.72,
  "smiles": "C=C=NCC=O.[H][H]",
  "homo_energy_ev": -8.30,
  "symbols": ["C", "C", "N", "C", "C", "O", "H", "H", "H", "H", "H", "H", "H"],
  "positions_angstrom": [[1.987, -0.262, 0.255], [0.903, 0.438, 0.526], [0.030, 1.307, 0.535], [-1.273, 0.927, 0.003], [-1.272, -0.603, -0.019], [-0.456, -1.190, 0.655], [2.679, 0.282, -0.370], [2.233, -1.249, 0.627], [-2.042, 1.246, 0.725], [-1.534, 1.401, -0.954], [-1.988, -1.195, -0.602], [0.751, -0.631, -1.406], [0.058, -0.609, -1.695]],
  "atomic_forces_ev_per_a": [[0.3, 0.4, 0.4], [0.5, 1.1, -0.2], [0.4, -0.4, 0.5], [-0.1, -0.2, 0.1], [-0.1, -0.3, 0.5], [-1.0, -0.6, 0.0], [0.2, -0.2, -0.2], [-0.1, 0.4, 0.3], [0.1, 0.0, -0.2], [0.2, -0.3, 0.2], [-0.3, 0.3, -0.1], [-0.3, 0.0, -0.5], [0.2, -0.1, -0.7]]
}

12.
{
  "formula": "C4H7NO",
  "method": "ωB97M-V/def2-TZVPD",
  "e_lumo_ev": 0.95,
  "smiles": "O=CCN1CC1",
  "homo_energy_ev": -8.70,
  "symbols": ["O", "C", "C", "N", "C", "C", "H", "H", "H", "H", "H", "H", "H"],
  "positions_angstrom": [[1.740, -1.020, 0.128], [1.699, 0.186, 0.085], [0.515, 0.978, -0.258], [-0.935, 0.612, -0.308], [-1.339, -0.717, -0.548], [-1.613, -0.057, 0.779], [2.434, 0.792, 0.662], [0.611, 1.608, -1.139], [0.468, 1.809, 0.448], [-2.128, -1.020, -1.247], [-0.570, -1.479, -0.830], [-2.635, 0.002, 1.156], [-1.120, -0.180, 1.728]],
  "atomic_forces_ev_per_a": [[0.4, 0.2, -0.5], [-0.5, -1.4, 2.0], [-2.9, 2.4, -0.1], [-0.2, 1.4, -0.9], [0.9, -3.0, -0.6], [0.5, -1.6, 0.7], [0.5, 0.0, -0.8], [0.7, -0.4, -0.6], [0.4, 0.0, 0.5], [-0.5, 1.2, 0.3], [-0.1, 0.7, 1.4], [-0.4, 1.3, -1.3], [1.3, -0.8, -0.2]]
}

13.
{
  "formula": "C4H7NO",
  "method": "ωB97M-V/def2-TZVPD",
  "e_lumo_ev": 0.93,
  "homo_energy_ev": -8.63,
  "symbols": ["O", "C", "C", "N", "C", "C", "H", "H", "H", "H", "H", "H", "H"],
  "positions_angstrom": [[-2.803, 0.115, 0.891], [-1.736, -0.522, 0.447], [-0.492, 0.236, 0.705], [0.650, -0.528, 0.236], [0.915, -0.455, -1.187], [1.792, 0.245, -0.215], [-3.321, -0.688, 0.709], [-0.390, 0.411, 1.786], [-0.601, 1.226, 0.220], [0.258, 0.166, -1.800], [1.236, -1.382, -1.658], [2.770, -0.157, 0.042], [1.722, 1.334, -0.176]],
  "atomic_forces_ev_per_a": [[0.2, -1.3, -0.2], [1.0, -0.1, 0.0], [0.1, 0.2, -0.1], [0.0, 0.2, 0.1], [0.0, 0.0, -0.2], [0.2, 0.2, 0.0], [-1.4, 1.0, 0.3], [-0.1, 0.0, -0.1], [0.1, 0.0, 0.0], [0.1, -0.1, 0.2], [-0.1, 0.2, 0.1], [-0.2, 0.1, -0.1], [0.0, -0.2, 0.0]]
}

14.
{
  "formula": "C4H7NO",
  "method": "ωB97M-V/def2-TZVPD",
  "e_lumo_ev": 0.94,
  "smiles": "CCC=C=NO",
  "homo_energy_ev": -9.26,
  "symbols": ["C", "C", "C", "C", "N", "O", "H", "H", "H", "H", "H", "H", "H"],
  "positions_angstrom": [[-0.759, -0.972, -0.667], [-1.435, 0.169, 0.086], [-0.393, 1.043, 0.754], [0.867, 0.684, 0.720], [1.968, 0.116, 0.737], [2.761, 0.358, -0.390], [-1.446, -1.515, -1.319], [-0.315, -1.679, 0.041], [0.052, -0.568, -1.283], [-2.041, 0.778, -0.597], [-2.128, -0.218, 0.845], [-0.683, 1.960, 1.257], [3.553, -0.157, -0.184]],
  "atomic_forces_ev_per_a": [[0.0, -0.1, 0.0], [0.0, 0.0, 0.0], [0.2, 0.0, 0.1], [0.2, -0.2, 0.1], [-0.7, 0.2, 0.3], [0.3, 0.0, -0.1], [0.0, 0.1, 0.1], [0.0, 0.0, -0.2], [-0.2, -0.2, 0.0], [0.2, 0.0, 0.1], [0.1, 0.1, -0.1], [0.1, -0.1, -0.1], [-0.1, 0.1, -0.1]]
}

15.
{
  "formula": "C4H7NO",
  "method": "ωB97M-V/def2-TZVPD",
  "e_lumo_ev": 0.89,
  "smiles": "COC(C)=C=N",
  "homo_energy_ev": -8.21,
  "symbols": ["C", "O", "C", "C", "C", "N", "H", "H", "H", "H", "H", "H", "H"],
  "positions_angstrom": [[1.901, 0.227, 0.428], [0.804, -0.660, 0.548], [-0.383, -0.168, 0.080], [-1.581, -0.976, 0.465], [-0.513, 0.971, -0.569], [-0.674, 1.775, -1.508], [1.702, 1.158, 0.976], [2.133, 0.477, -0.614], [2.751, -0.291, 0.871], [-1.415, -2.027, 0.205], [-1.718, -0.894, 1.544], [-2.487, -0.621, -0.039], [-0.578, 1.174, -2.324]],
  "atomic_forces_ev_per_a": [[0.2, 0.0, 0.1], [-0.1, 0.2, 0.1], [-0.3, 0.1, 0.1], [0.0, 0.0, 0.1], [0.1, -0.3, -0.7], [0.1, -0.2, 0.7], [0.0, -0.1, -0.1], [-0.1, -0.1, 0.1], [0.0, 0.1, 0.0], [0.0, 0.1, 0.1], [-0.2, -0.2, 0.0], [0.3, 0.0, 0.1], [0.0, 0.4, -0.7]]
}

16.
{
  "formula": "C4H7NO",
  "method": "ωB97M-V/def2-TZVPD",
  "e_lumo_ev": [-0.17, -0.17],
  "homo_energy_ev": [-8.56, -8.56],
  "symbols": ["O", "C", "C", "N", "C", "C", "H", "H", "H", "H", "H", "H", "H"],
  "positions_angstrom": [[2.295, 1.485, -1.472], [1.214, 1.219, -0.989], [1.031, 0.310, 0.143], [-0.190, 0.201, 0.695], [-0.904, -0.856, 1.078], [-1.505, 0.050, 0.080], [0.274, 1.630, -1.419], [1.885, 0.037, 0.758], [0.724, -1.480, -0.356], [-1.123, -1.305, 2.036], [0.048, -1.812, 0.079], [-1.509, -0.295, -0.960], [-2.239, 0.816, 0.325]],
  "atomic_forces_ev_per_a": [[-0.3, -0.1, 0.1], [0.2, 0.0, 0.0], [0.0, 0.1, 0.0], [0.1, -0.2, 0.0], [0.0, 0.2, 0.2], [-0.2, 0.1, -0.2], [0.1, -0.1, 0.1], [-0.1, 0.1, -0.1], [-0.2, -0.1, 0.0], [0.0, 0.0, -0.2], [0.2, 0.1, -0.1], [0.0, 0.0, 0.2], [0.2, -0.1, 0.0]]
}

17.
{
  "formula": "C4H7NO",
  "method": "ωB97M-V/def2-TZVPD",
  "e_lumo_ev": [0.72, 0.57],
  "homo_energy_ev": [-7.75, -7.46],
  "symbols": ["C", "C", "C", "C", "N", "O", "H", "H", "H", "H", "H", "H", "H"],
  "positions_angstrom": [[1.942, -0.405, 0.415], [-0.865, 1.043, -0.114], [-0.381, -0.117, -0.810], [-1.236, -0.393, 0.400], [2.951, -0.026, -0.140], [-2.494, -0.874, 0.286], [1.679, -0.747, 1.357], [-0.104, 1.657, 0.384], [-1.739, 1.484, -0.602], [-0.430, -0.261, -1.808], [-0.570, -0.661, 1.270], [3.940, -0.047, -0.021], [-2.693, -0.653, -0.616]],
  "atomic_forces_ev_per_a": [[0.2, 1.3, -2.9], [-0.7, 0.1, 0.8], [1.3, -0.7, 3.7], [4.3, 1.7, -0.3], [-1.2, -0.2, -0.9], [-0.9, -0.5, 0.6], [-0.5, -1.0, 2.0], [-0.9, 0.2, 0.0], [0.4, 0.7, 0.2], [-0.2, -1.0, -3.0], [-1.7, -0.2, -0.7], [0.6, -0.1, 0.8], [-0.9, -0.2, -0.7]]
}

18.
{
  "formula": "C4H7NO",
  "method": "ωB97M-V/def2-TZVPD",
  "e_lumo_ev": [0.29, 0.29],
  "homo_energy_ev": [-8.39, -8.39],
  "symbols": ["O", "C", "N", "C", "C", "C", "H", "H", "H", "H", "H", "H", "H"],
  "positions_angstrom": [[-0.338, -1.721, -1.230], [-0.788, -1.621, -0.065], [-0.221, -0.850, 0.835], [0.869, -0.069, -0.834], [-0.060, 1.056, -0.443], [-0.389, 0.584, 0.971], [-1.622, -2.286, 0.204], [1.744, -0.211, -0.206], [1.070, -0.221, -1.891], [0.390, 2.052, -0.562], [-0.952, 1.017, -1.077], [-1.371, 0.894, 1.357], [0.368, 0.936, 1.682]],
  "atomic_forces_ev_per_a": [[-0.1, 0.1, 0.3], [0.1, 0.0, -0.1], [0.0, -0.2, -0.2], [0.1, 0.2, -0.1], [-0.1, -0.1, 0.0], [0.0, 0.2, 0.0], [0.0, 0.1, 0.0], [-0.1, 0.0, -0.1], [0.0, 0.0, 0.2], [0.0, -0.1, 0.0], [0.1, 0.0, 0.1], [0.1, -0.1, -0.1], [-0.1, -0.1, -0.1]]
}